(1)
# C3H2FNO

2 unconnected molecules or ions with the total composition C3H2FNO (wB97M-V/def2-TZVPD, the OMol25 dataset).

Computed properties:
LUMO ... 0.48 eV
HOMO level ... -10.22 eV
Orbital gap ... 10.7 eV
SMILES ... C#[N+][O-].C#CF
Energy above the lowest of the compared OMol25 structures with the same formula, charge and spin ... 538.0 kJ/mol
Calculated total energy ... -9391.932 eV

```
8
Properties=species:S:1:pos:R:3:forces:R:3
C -0.6304 2.1950 0.1862 0.495 -0.356 -2.171
N -0.1649 1.8561 -0.8489 1.082 -0.683 1.117
O 0.5158 1.3372 -1.7047 -1.162 0.705 0.578
H -1.2081 2.9811 0.5839 -0.414 0.330 0.478
C 0.8502 -2.4965 0.2833 -1.268 1.353 -0.054
C -0.1216 -1.7852 0.4902 4.207 -2.958 -0.620
F -1.0261 -1.1155 1.0135 -2.015 1.324 0.554
H 1.7851 -2.9723 -0.0035 -0.926 0.285 0.118
```
Positions in Å, forces in eV/Å.

For each atom in turn, the natural (NBO) charge in e is: -0.07 0.20 -0.37 0.24 -0.42 0.42 -0.25 0.25

***

(2)
# C3H2O2

A molecular structure, C3H2O2 (wB97M-V/def2-TZVPD, the OMol25 dataset).

Computed properties:
LUMO (alpha / beta) ... -2.38 / -2.33 eV
HOMO level (alpha / beta) ... -10.12 / -10.00 eV
Orbital gap (alpha / beta) ... 7.7 / 7.7 eV
Energy above the lowest of the compared OMol25 structures with the same formula, charge and spin ... 846.9 kJ/mol
Calculated total energy ... -7228.125 eV

```
7
Properties=species:S:1:pos:R:3:forces:R:3
C -0.3007 0.4788 -0.0230 1.162 -0.413 0.010
C -1.5313 0.2757 -0.2571 -5.332 -4.501 0.906
C 1.0826 -0.0713 0.0780 -0.467 -0.895 -3.107
O -2.9479 -0.9362 -0.0024 4.698 4.221 -0.925
O 0.7674 1.2902 0.0921 0.263 1.232 0.022
H 1.3657 -0.5174 0.9650 0.466 -0.623 1.951
H 1.5642 -0.5199 -0.8526 -0.790 0.978 1.142
```
Positions in Å, forces in eV/Å.

For each atom in turn, the natural (NBO) charge in e is: -0.03 0.44 -0.01 -0.44 -0.38 0.20 0.21

***

(3)
# C10H5BrEuNO5

A molecular structure, C10H5BrEuNO5 (wB97M-V/def2-TZVPD, the OMol25 dataset).

Computed properties:
Net charge ... +2
LUMO (alpha / beta) ... -10.74 / -8.89 eV
HOMO level (alpha / beta) ... -15.17 / -15.17 eV
Orbital gap (alpha / beta) ... 4.4 / 6.3 eV
Expectation value of S² ... 12.4980
2S+1 ... 7
Calculated total energy ... -111528.613 eV

```
23
Properties=species:S:1:pos:R:3:forces:R:3
O -1.1605 3.2130 -6.3832 -0.032 -0.350 3.136
C -1.1710 3.0730 -5.2485 0.032 0.268 -2.877
Eu -1.1529 1.6306 -1.5908 -0.246 0.831 0.541
C -1.3298 1.4446 1.1313 0.031 0.806 4.477
O -1.2674 1.5497 2.2785 -0.354 -0.439 -4.244
C -1.2198 -1.0540 -1.3074 0.100 -4.329 -0.015
O -1.1980 -2.2049 -1.2556 -0.121 4.316 -0.283
C 1.2275 0.9906 -1.6777 6.630 -0.843 -1.039
O 2.3709 0.8677 -1.8092 -5.101 0.411 0.532
C -3.5559 0.8217 -1.4207 -4.243 -0.264 -1.114
O -4.6508 0.7371 -1.7196 2.966 0.025 1.008
H -1.1258 0.5368 -3.2218 0.015 -0.460 -0.341
Br -0.0511 -3.5567 3.3517 0.643 1.143 -0.663
C 0.7502 -2.0224 2.4618 -0.757 -0.376 0.009
C 2.0123 -1.5417 2.8213 -0.472 -0.096 -0.207
C 2.4597 -0.3923 2.1672 -0.155 0.113 -0.271
C 1.6437 0.1779 1.1807 1.070 0.225 0.643
N 0.4665 -0.3144 0.8055 -0.063 0.371 -0.169
C 0.0033 -1.3729 1.4550 0.111 -1.035 1.141
H 2.5772 -2.0523 3.6028 -0.046 0.267 -0.272
H 3.4274 0.0686 2.4016 -0.510 -0.245 -0.058
H 1.9620 1.1176 0.7206 0.021 -0.363 0.123
H -1.0176 -1.7174 1.2566 0.480 0.024 -0.057
```
Positions in Å, forces in eV/Å.

For each atom in turn, the Mulliken charge in e is: -0.10 0.13 1.04 0.13 -0.07 0.34 -0.12 0.25 -0.04 0.20 -0.01 0.15 -0.11 -0.41 -0.05 -0.95 -0.06 -0.06 -0.03 0.48 0.40 0.43 0.45

***

(4)
# C38H80BrFN3O17P4S

5 unconnected molecules or ions with the total composition C38H80BrFN3O17P4S (wB97M-V/def2-TZVPD, the OMol25 dataset).

Computed properties:
Net charge ... +1
LUMO ... -4.46 eV
HOMO level ... -11.19 eV
Orbital gap ... 6.7 eV
Calculated total energy ... -200724.142 eV

```
145
Properties=species:S:1:pos:R:3:forces:R:3
C 5.9850 -3.9344 2.9149 0.002 1.069 -0.059
C 4.6538 -4.5049 2.4343 -0.368 -1.163 1.207
O 4.1868 -5.4562 3.0229 0.123 0.422 -0.592
N 3.8968 -3.9481 1.3559 2.076 -0.562 -0.457
C 3.2229 -4.9820 0.5326 -1.011 0.278 -0.283
C 4.6220 -2.9910 0.5863 0.017 1.253 -0.514
C 5.6292 -3.2877 -0.3403 0.872 -0.739 -0.576
S 6.1416 -4.9545 -0.6087 -0.016 -0.040 0.170
C 6.2417 -2.2417 -1.0736 -1.112 -0.440 1.264
F 7.1926 -2.5087 -1.9568 -0.105 0.175 0.039
C 5.8336 -0.9663 -0.8311 0.932 0.385 -1.030
N 4.8877 -0.6526 0.0914 0.906 -0.063 -1.681
N 4.5748 0.6794 0.2667 -0.254 -0.954 2.137
C 5.3760 1.3966 1.0275 0.989 1.060 0.142
C 5.0591 1.7448 2.4688 -0.971 0.496 -0.938
C 6.6858 1.9828 0.4993 -0.566 -0.815 0.482
C 4.2815 -1.6334 0.7792 -1.289 -0.679 0.982
C 3.2260 -1.2600 1.7920 -0.143 1.159 0.037
C 1.9298 -0.6225 1.1580 0.507 -1.333 0.744
C 0.7910 -1.6653 1.1423 -0.152 0.788 -0.456
Br 1.3931 0.8331 2.3779 0.012 -0.164 -0.538
H 6.4633 -4.5961 3.6455 -0.462 -0.100 -0.367
H 5.8012 -2.9849 3.4549 -0.006 -0.270 -0.283
H 6.7081 -3.7095 2.1185 -0.304 -0.128 0.125
H 2.2471 -5.2363 0.9673 0.428 -0.002 0.028
H 3.0125 -4.5213 -0.4464 0.105 -0.257 0.288
H 3.8115 -5.8978 0.3974 -0.121 0.291 0.208
H 7.3948 -4.7797 -1.1060 -0.528 0.405 0.096
H 6.2940 -0.1665 -1.4122 -0.412 -0.015 0.347
H 5.4627 0.9455 3.1194 0.129 0.254 -0.346
H 3.9650 1.7234 2.6011 0.362 0.044 0.066
H 5.4635 2.7269 2.7460 -0.019 -0.450 0.113
H 7.3639 1.1111 0.3864 -0.021 0.440 -0.108
H 6.5176 2.4407 -0.4836 0.097 -0.165 0.249
H 7.1100 2.6919 1.2173 0.037 -0.207 -0.345
H 3.6648 -0.4977 2.4500 -0.009 -0.295 -0.219
H 2.9101 -2.0855 2.4342 0.386 -0.016 -0.384
H 2.1846 -0.2510 0.1605 -0.460 0.378 0.359
H 0.6879 -2.1680 2.1136 0.024 0.253 -0.248
H 0.9320 -2.4242 0.3568 0.135 0.225 0.212
H -0.1318 -1.1100 0.9104 0.138 -0.485 0.114
O 2.4309 1.3249 -6.0316 3.112 -0.866 -2.274
P 2.4049 -0.1529 -5.7965 -7.012 -0.131 5.235
O 0.8821 -0.5220 -6.2888 0.883 -0.039 -0.328
C 0.6108 -0.5530 -7.6874 -0.094 -0.168 -0.411
C 1.2341 -1.7635 -8.3587 0.158 0.004 0.024
O 2.1320 -0.1076 -4.1650 0.926 -0.068 0.106
C 2.3869 1.0704 -3.4038 -0.304 0.208 -0.022
C 1.1370 1.9192 -3.2760 -0.148 0.011 0.087
O 2.7402 -1.7785 -5.5503 2.369 1.137 -2.526
C 4.0995 -2.2027 -5.7537 0.189 -0.144 0.180
C 5.0470 -1.4880 -4.8104 0.111 0.106 0.087
H 0.9608 0.3729 -8.1543 -0.021 -0.010 0.000
H -0.4728 -0.5904 -7.8027 0.008 0.046 0.187
H 2.3264 -1.6858 -8.3706 -0.010 -0.005 -0.065
H 0.8949 -1.8483 -9.3917 0.013 0.035 0.018
H 0.9788 -2.6785 -7.8246 -0.074 0.031 -0.012
H 3.2144 1.6381 -3.8319 -0.092 0.036 -0.099
H 2.7079 0.7462 -2.4076 -0.010 -0.159 -0.033
H 0.6687 2.0965 -4.2437 0.189 0.034 -0.069
H 1.3696 2.8835 -2.8200 -0.017 -0.016 0.013
H 0.3952 1.4127 -2.6558 0.030 0.004 0.032
H 4.3888 -2.0297 -6.7938 0.030 -0.096 0.010
H 4.1304 -3.2779 -5.5781 -0.186 0.029 -0.005
H 5.0827 -0.4135 -5.0225 0.037 -0.026 -0.025
H 6.0594 -1.8828 -4.9100 -0.010 0.018 -0.032
H 4.7188 -1.6015 -3.7753 -0.045 -0.070 -0.029
O -1.6191 3.1055 4.3932 0.251 3.002 1.947
P -3.0710 3.4606 4.4576 -3.123 -5.797 -4.051
O -3.7248 2.1277 5.1478 0.243 0.709 0.166
C -3.4835 1.8824 6.5315 -0.046 -0.034 0.299
C -4.2510 2.8427 7.4219 0.053 0.156 -0.015
O -3.4970 3.1902 2.8950 0.131 0.825 0.252
C -2.5110 3.0806 1.8744 0.140 -0.287 -0.134
C -2.1231 1.6314 1.6664 -0.086 -0.267 -0.120
O -4.4830 4.3260 4.6329 2.647 1.409 1.621
C -4.3548 5.7458 4.8539 -0.093 0.423 -0.104
C -3.6592 6.4433 3.7010 0.101 -0.143 -0.113
H -2.4091 1.9347 6.7368 -0.009 -0.022 -0.033
H -3.8080 0.8608 6.7308 -0.018 0.008 -0.152
H -3.8565 3.8596 7.3326 -0.001 -0.018 0.061
H -4.1717 2.5449 8.4684 0.028 -0.010 -0.028
H -5.3031 2.8766 7.1405 0.011 -0.076 0.004
H -1.6419 3.6992 2.1009 0.018 -0.096 0.123
H -2.9482 3.4778 0.9560 -0.160 0.011 0.103
H -1.8709 1.1408 2.6071 0.122 0.189 0.053
H -1.2672 1.5538 0.9932 -0.034 0.010 -0.026
H -2.9557 1.0722 1.2351 -0.012 0.062 -0.041
H -3.8148 5.9182 5.7893 -0.086 0.041 0.024
H -5.3625 6.1411 4.9765 -0.041 -0.213 0.007
H -2.6184 6.1123 3.6079 -0.009 0.049 0.041
H -3.6547 7.5231 3.8528 0.004 -0.023 0.026
H -4.1552 6.2180 2.7570 -0.060 0.032 0.041
O -4.9153 2.3235 -7.5460 1.676 1.506 -2.854
P -4.1286 3.3661 -6.8225 -2.219 -1.361 7.292
O -3.2316 2.4689 -5.7848 0.110 0.401 -0.665
C -2.1619 1.6878 -6.3103 0.243 -0.113 -0.001
C -0.9873 2.5443 -6.7468 -0.072 0.109 -0.172
O -5.2746 3.9217 -5.7883 0.204 0.461 -0.660
C -6.6592 3.6485 -6.0019 -0.237 -0.281 0.131
C -7.0909 2.4033 -5.2526 0.025 -0.100 0.159
O -3.2471 4.7446 -6.4914 0.168 -0.873 -3.235
C -3.0871 5.6860 -7.5710 -0.055 0.377 -0.151
C -4.4167 6.2287 -8.0593 -0.139 -0.118 0.054
H -2.5247 1.0735 -7.1413 -0.029 -0.001 0.032
H -1.8455 1.0122 -5.5142 -0.116 0.042 0.048
H -1.2444 3.1401 -7.6285 0.046 -0.017 0.002
H -0.1321 1.9202 -7.0033 0.008 0.032 0.061
H -0.6964 3.2401 -5.9596 -0.010 -0.051 0.031
H -6.8800 3.5713 -7.0666 0.097 -0.126 0.007
H -7.2168 4.5091 -5.6260 0.177 0.074 0.043
H -6.4261 1.5621 -5.4495 -0.015 0.054 -0.203
H -8.1064 2.1177 -5.5325 0.006 0.024 0.019
H -7.0647 2.5801 -4.1760 -0.041 0.043 -0.014
H -2.5440 5.2066 -8.3909 0.061 0.077 0.015
H -2.4672 6.4996 -7.1950 0.023 -0.137 0.152
H -5.0261 5.4374 -8.5097 0.038 0.030 -0.039
H -4.2620 7.0018 -8.8127 0.018 -0.029 0.002
H -4.9906 6.6465 -7.2322 0.065 0.038 0.006
O -2.6831 -5.4805 5.2333 1.889 1.748 -2.629
P -2.0353 -4.4360 6.0818 -2.927 -1.898 7.016
O -1.1976 -5.3346 7.1654 0.165 0.469 -0.672
C -0.0376 -6.0305 6.7183 0.226 -0.104 -0.028
C 1.1226 -5.0892 6.4423 -0.002 0.097 -0.110
O -3.3093 -3.9915 7.0118 0.263 0.519 -0.640
C -4.6484 -4.3241 6.6430 -0.254 -0.311 0.097
C -5.0842 -5.6245 7.2887 0.020 -0.102 0.157
O -1.2704 -3.0307 6.5644 0.584 -0.667 -3.226
C -1.0535 -2.0346 5.5489 -0.092 0.389 -0.100
C -2.3530 -1.5365 4.9461 -0.090 -0.136 -0.048
H -0.2784 -6.6209 5.8287 -0.022 -0.008 0.033
H 0.2360 -6.7263 7.5115 -0.137 0.048 0.048
H 0.9198 -4.4647 5.5657 0.047 -0.028 -0.008
H 2.0373 -5.6518 6.2470 -0.042 -0.019 -0.018
H 1.2894 -4.4202 7.2866 -0.014 -0.059 0.032
H -4.7548 -4.3603 5.5587 0.106 -0.116 0.010
H -5.2882 -3.5122 6.9955 0.171 0.083 0.066
H -4.3572 -6.4205 7.1262 0.001 0.062 -0.197
H -6.0484 -5.9473 6.8922 0.002 0.025 0.020
H -5.1777 -5.4994 8.3685 -0.040 0.039 -0.017
H -0.4019 -2.4504 4.7720 0.056 0.093 0.008
H -0.5221 -1.2067 6.0188 0.025 -0.141 0.142
H -2.8705 -2.3358 4.4034 0.035 0.029 -0.022
H -2.1639 -0.7224 4.2446 -0.010 0.007 0.029
H -3.0297 -1.1856 5.7241 0.058 0.043 0.009
```
Positions in Å, forces in eV/Å.

Atom charges from the Mulliken analysis, given in e for atoms 1 to 99: -0.99 0.78 -0.58 0.56 -1.12 -1.53 0.88 -0.19 0.15 -0.39 -0.12 0.49 -0.80 0.77 -1.06 -1.22 0.68 -1.72 1.02 -1.12 -0.08 0.36 0.24 0.29 0.32 0.45 0.36 0.25 0.69 0.28 0.06 0.51 0.28 0.33 0.43 0.32 0.73 -0.20 0.23 0.28 0.41 -0.77 1.15 -0.25 -0.26 -1.31 -0.33 0.12 -0.74 -0.29 -0.42 -0.95 0.36 0.29 0.25 0.45 0.29 0.40 -0.12 -0.14 0.43 0.26 0.28 0.39 0.32 0.52 0.11 -0.79 1.11 -0.32 -0.11 -1.16 -0.35 -0.59 -0.29 -0.29 -0.28 -1.09 0.29 0.20 0.22 0.44 0.28 0.33 0.38 -0.17 0.18 0.35 0.28 0.37 0.32 0.42 0.27 -0.79 1.10 -0.37 -0.33 -0.66 -0.35

***

(5)
# C4H6N2

A single C4H6N2 molecule (wB97M-V/def2-TZVPD, the OMol25 dataset).

Computed properties:
LUMO (alpha / beta) ... -0.07 / -0.06 eV
HOMO level (alpha / beta) ... -7.93 / -7.93 eV
Orbital gap (alpha / beta) ... 7.9 / 7.9 eV
Energy above the lowest of the compared OMol25 structures with the same formula, charge and spin ... 458.2 kJ/mol
Calculated total energy ... -7220.842 eV

```
12
Properties=species:S:1:pos:R:3:forces:R:3
C -1.7332 -0.1661 0.1137 -0.166 -0.267 0.095
N -0.3249 -0.1540 0.2734 0.220 0.105 -0.056
C 0.7377 -0.9415 0.4070 -0.118 0.043 -0.036
C 1.8054 -0.2054 -0.1727 0.114 0.004 -0.030
N 1.4362 0.9879 -0.6083 -0.049 -0.199 0.086
C 0.1072 1.0861 -0.2493 0.083 -0.025 0.125
H -1.1512 1.1841 -0.6600 0.007 0.006 -0.020
H -2.0142 -0.4936 -0.8847 0.047 0.118 0.088
H -2.2878 -0.6650 0.9096 0.069 0.070 -0.110
H 0.6842 -1.9734 0.7244 0.009 0.149 -0.058
H 2.8204 -0.5686 -0.2996 -0.156 0.049 0.018
H -0.0796 1.9093 0.4467 -0.059 -0.055 -0.103
```
Positions in Å, forces in eV/Å.

For each atom in turn, the natural (NBO) charge in e is: -0.49 -0.26 -0.05 -0.03 -0.40 -0.11 0.27 0.20 0.19 0.22 0.21 0.25

***

(6)
# C3H7N3

A molecular structure, C3H7N3 (wB97M-V/def2-TZVPD, the OMol25 dataset).

Computed properties:
LUMO ... 0.79 eV
HOMO level ... -9.55 eV
Orbital gap ... 10.3 eV
Energy above the lowest of the compared OMol25 structures with the same formula, charge and spin ... 249.3 kJ/mol
Calculated total energy ... -7692.096 eV

```
13
Properties=species:S:1:pos:R:3:forces:R:3
C -0.7387 0.1584 -1.7907 -0.041 0.131 0.330
C 0.4552 -0.5161 0.1732 1.965 0.483 0.499
C 0.4041 0.4542 -0.9911 -1.175 3.591 0.724
N -1.7616 -0.1780 -2.1640 -1.091 -0.198 -1.186
N -0.8138 -1.1100 0.3522 -2.071 0.592 0.122
N -0.0173 2.2391 -0.4313 2.659 -4.011 -1.064
H 0.8875 0.0394 1.0882 -1.137 -0.755 -1.171
H 1.1281 -1.3649 0.0344 1.008 0.549 -0.669
H 1.2125 0.6011 -1.6579 1.354 0.097 0.098
H -1.2002 -1.6207 -0.4494 0.539 0.563 0.283
H -0.7209 -1.7609 1.0649 -0.169 -1.385 1.740
H -0.3688 2.5770 -1.3215 -0.762 -0.001 0.400
H -0.6936 1.9257 0.2398 -1.082 0.344 -0.104
```
Positions in Å, forces in eV/Å.

For each atom in turn, the natural (NBO) charge in e is: 0.24 -0.24 -0.15 -0.32 -0.84 -0.79 0.22 0.19 0.24 0.38 0.36 0.35 0.36